Record 1
38
Properties=species:S:1:pos:R:3:mulliken_charge:R:1 method="wB97M-V/def2-TZVPD" orbital_gap_ev=10.46 total_charge=0 e_above_lowest_kj_mol=118.5 e_tot_ha=-1094.04247 smiles="CC[C@H]1CC[Si](C)(C)CC12C(=O)NC(=O)NC2=O"
C -2.294 -0.474 -1.988 -1.145
C -0.919 -0.169 -2.368 -0.926
C -0.045 0.358 -1.149 -0.039
C -0.694 1.517 -0.512 -0.972
C 0.133 2.441 0.329 -1.170
Si 1.150 1.444 1.490 0.426
C 0.235 1.261 3.254 -1.163
C 2.833 2.372 1.479 -1.190
C 1.299 -0.333 0.915 -1.429
C 0.301 -0.796 -0.132 2.584
C 0.975 -1.871 -1.107 -0.520
O 2.036 -1.660 -1.663 -0.615
N 0.287 -3.059 -1.332 0.071
C -0.900 -3.443 -0.801 0.319
O -1.403 -4.479 -1.176 -0.622
N -1.456 -2.531 0.117 -0.003
C -0.885 -1.368 0.546 -0.454
O -1.392 -0.710 1.449 -0.627
H -2.797 0.367 -1.486 0.303
H -2.429 -1.278 -1.277 0.239
H -2.991 -0.622 -2.858 0.374
H -0.282 -0.925 -2.926 0.395
H -0.969 0.679 -3.095 0.508
H 0.891 0.721 -1.590 0.578
H -1.327 2.030 -1.298 0.324
H -1.454 1.029 0.163 0.349
H -0.453 3.135 0.835 0.522
H 0.822 2.982 -0.312 0.439
H 0.938 0.765 3.935 0.304
H -0.198 2.194 3.666 0.373
H -0.639 0.675 3.101 0.334
H 3.339 2.376 2.491 0.300
H 2.516 3.418 1.197 0.311
H 3.516 2.042 0.683 0.345
H 2.371 -0.545 0.671 0.439
H 1.238 -0.908 1.851 0.475
H 0.815 -3.767 -1.825 0.291
H -2.168 -2.868 0.723 0.271

Record 2
21
Properties=species:S:1:pos:R:3:mulliken_charge:R:1 method="wB97M-V/def2-TZVPD" orbital_gap_ev=10.45 total_charge=0 e_above_lowest_kj_mol=95.6 e_tot_ha=-308.38666 smiles=NCCCCCN
N -2.776 0.097 0.798 -0.652
C -1.638 -0.870 0.762 -0.743
C -0.227 -0.378 1.175 -0.482
C 0.158 0.999 0.606 -0.730
C 0.722 1.105 -0.847 -0.630
C 1.181 -0.210 -1.465 -0.555
N 2.529 -0.598 -0.986 -0.691
H -2.841 0.489 -0.134 0.302
H -2.486 0.900 1.353 0.290
H -1.586 -1.235 -0.253 0.282
H -1.908 -1.706 1.411 0.353
H 0.416 -1.129 0.733 0.234
H -0.184 -0.366 2.255 0.381
H -0.712 1.634 0.738 0.431
H 0.928 1.420 1.255 0.301
H -0.116 1.407 -1.455 0.287
H 1.590 1.749 -0.783 0.408
H 0.495 -1.036 -1.280 0.340
H 1.250 -0.033 -2.539 0.385
H 2.486 -0.732 0.008 0.266
H 2.718 -1.505 -1.350 0.226

Record 3
12
Properties=species:S:1:pos:R:3:mulliken_charge:R:1 method="wB97M-V/def2-TZVPD" orbital_gap_ev=10.41 total_charge=0 e_above_lowest_kj_mol=381.5 e_tot_ha=-306.36098 smiles=O[C@H]1C[C@H]2O[C@@H]12
O 1.655 -0.519 -0.991 -0.522
C 0.398 -0.825 -0.484 -0.001
C 0.205 -0.320 0.960 -0.745
C -0.727 0.764 0.488 -0.062
O -0.235 1.362 -0.715 -0.429
C -1.043 0.199 -0.813 -0.344
H 2.029 0.273 -0.569 0.342
H 0.216 -1.844 -0.783 0.439
H -0.268 -1.095 1.573 0.251
H 1.090 0.062 1.480 0.276
H -1.262 1.487 1.084 0.458
H -2.057 0.455 -1.229 0.336

Record 4
18
Properties=species:S:1:pos:R:3:mulliken_charge:R:1 method="wB97M-V/def2-TZVPD" orbital_gap_ev=8.82 total_charge=0 e_above_lowest_kj_mol=19.2 e_tot_ha=-3674.90680
N -2.043 1.565 -0.424 -0.449
C -0.716 1.624 -0.176 0.252
Cl -0.417 1.990 1.492 -0.125
N 0.235 1.716 -0.959 -0.543
C 1.554 1.608 -0.467 -0.328
C 2.005 0.401 -0.055 -0.024
Br 3.903 0.171 0.173 -0.187
C 1.235 -0.794 -0.005 0.280
C -0.071 -0.966 0.278 -0.234
C -0.773 -2.246 0.300 0.857
F -0.323 -3.060 -0.678 -0.284
F -0.698 -2.936 1.414 -0.248
F -2.072 -2.068 0.041 -0.268
H -2.608 1.224 0.365 0.290
H -2.355 1.208 -1.347 0.269
H 2.117 2.540 -0.485 0.438
H 1.724 -1.810 -0.280 0.266
H -0.697 -0.165 0.811 0.039

Record 5
11
Properties=species:S:1:pos:R:3:mulliken_charge:R:1 method="wB97M-V/def2-TZVPD" orbital_gap_ev=9.54 total_charge=0 e_above_lowest_kj_mol=158.7 e_tot_ha=-322.51391
O 1.833 -0.401 -1.047 -0.534
C 1.539 -0.184 0.253 -0.171
C 0.307 -0.348 0.749 -0.364
N -0.722 -0.807 -0.130 -0.632
C -1.604 0.059 -0.430 0.221
O -1.641 1.330 -0.011 -0.483
H 1.035 -0.799 -1.439 0.360
H 2.396 0.125 0.844 0.372
H 0.100 -0.253 1.813 0.476
H -2.432 -0.188 -1.093 0.380
H -0.811 1.466 0.492 0.375

Record 6
16
Properties=species:S:1:pos:R:3:mulliken_charge:R:1 method="wB97M-V/def2-TZVPD" orbital_gap_ev=9.76 total_charge=0 e_above_lowest_kj_mol=227.9 e_tot_ha=-740.07521
C -1.650 0.105 1.674 -1.233
C -0.466 -0.090 0.690 0.299
C -0.826 -1.347 -0.112 0.011
O 0.021 -1.986 -0.685 -0.525
N -0.509 0.981 -0.360 -0.586
C 0.554 1.179 -1.004 0.066
N 1.565 0.236 -1.031 -0.332
S 2.746 0.171 -2.244 -0.186
H -2.548 0.403 1.020 0.308
H -1.591 0.917 2.495 0.331
H -1.862 -0.974 2.143 0.270
H 0.547 -0.052 1.311 0.302
H -1.863 -1.490 -0.287 0.391
H 0.724 2.180 -1.549 0.359
H 1.284 -0.711 -0.622 0.385
H 3.876 0.477 -1.439 0.138

Record 7
94
Properties=species:S:1:pos:R:3:mulliken_charge:R:1 method="wB97M-V/def2-TZVPD" orbital_gap_ev=7.76 total_charge=0 e_above_lowest_kj_mol=1250.2 e_tot_ha=-2190.75035 smiles="CC[C@H](I)N1C(=O)c2cccc(CCF)c2C1=O.CCO.CCO.CCO.CCO.CCO.CCO.CCO"
C 3.134 -2.168 2.683 -0.895
C 3.490 -2.794 1.210 -0.252
C 2.458 -2.376 0.006 -0.761
I 3.515 -1.385 -1.692 0.089
N 1.224 -1.623 0.451 0.292
C 1.339 -0.123 0.645 0.421
O 2.379 0.675 0.899 -0.563
C -0.189 0.461 0.547 -0.041
C -0.851 1.916 0.911 -0.546
C -2.477 2.096 0.701 -0.262
C -3.446 0.859 0.144 -0.502
C -2.775 -0.630 -0.204 0.480
C -3.648 -1.920 -0.715 -0.491
C -3.976 -2.820 0.656 -0.219
F -2.767 -3.594 1.100 -0.300
C -1.153 -0.749 0.004 -0.076
C -0.086 -1.971 -0.230 0.396
O -0.466 -3.017 -0.968 -0.603
H 3.632 -1.094 2.831 0.211
H 1.991 -2.097 2.932 0.242
H 3.637 -2.857 3.514 0.329
H 3.458 -3.982 1.321 0.272
H 4.604 -2.558 0.852 0.238
H 2.066 -3.402 -0.463 0.455
H -0.152 2.781 1.329 0.381
H -3.045 3.112 0.947 0.347
H -4.609 0.958 -0.020 0.301
H -4.671 -1.640 -1.226 0.348
H -3.029 -2.609 -1.430 0.254
H -4.853 -3.547 0.388 0.279
H -4.296 -2.022 1.483 0.259
C -3.669 3.778 4.280 -1.265
C -2.284 4.356 4.075 -0.071
O -2.116 4.746 2.721 -0.485
H -3.824 2.912 3.628 0.303
H -3.812 3.467 5.319 0.380
H -4.438 4.513 4.022 0.369
H -1.519 3.611 4.313 0.285
H -2.125 5.230 4.715 0.210
H -2.795 5.414 2.522 0.267
C -8.875 1.530 1.008 -1.099
C -7.597 2.342 0.971 -0.242
O -6.557 1.582 0.374 -0.513
H -8.726 0.605 1.575 0.278
H -9.686 2.100 1.470 0.351
H -9.179 1.239 -0.002 0.344
H -7.285 2.612 1.984 0.262
H -7.734 3.263 0.395 0.273
H -6.841 1.355 -0.529 0.239
C 0.914 -3.492 -5.322 -1.054
C 1.963 -4.546 -5.035 -0.002
O 2.627 -4.250 -3.815 -0.445
H 1.373 -2.499 -5.386 0.256
H 0.396 -3.702 -6.262 0.371
H 0.176 -3.449 -4.514 0.272
H 2.710 -4.569 -5.834 0.172
H 1.510 -5.539 -4.957 0.285
H 1.956 -4.240 -3.112 0.181
C 0.226 8.055 1.910 -0.948
C 1.213 6.963 2.271 -0.201
O 0.765 6.266 3.423 -0.494
H 0.109 8.758 2.741 0.249
H 0.559 8.605 1.026 0.347
H -0.764 7.631 1.710 0.249
H 2.195 7.393 2.491 0.298
H 1.325 6.249 1.449 0.225
H -0.104 5.881 3.214 0.269
C -0.316 5.898 8.451 -1.025
C -1.647 6.329 7.871 -0.208
O -2.504 5.204 7.734 -0.481
H 0.160 5.151 7.808 0.264
H 0.357 6.753 8.559 0.319
H -0.454 5.432 9.433 0.353
H -1.507 6.774 6.882 0.242
H -2.136 7.066 8.515 0.266
H -2.628 4.821 8.620 0.288
C 6.757 -4.445 -4.642 -0.880
C 6.409 -2.974 -4.741 -0.183
O 5.098 -2.820 -5.263 -0.461
H 6.697 -4.921 -5.626 0.171
H 7.767 -4.581 -4.245 0.370
H 6.049 -4.968 -3.991 0.260
H 7.106 -2.460 -5.409 0.318
H 6.455 -2.493 -3.759 0.180
H 4.486 -3.273 -4.657 0.202
C 4.214 -6.853 -8.072 -0.869
C 5.263 -7.907 -7.785 -0.299
O 5.927 -7.612 -6.565 -0.487
H 4.673 -5.861 -8.136 0.250
H 3.696 -7.064 -9.012 0.369
H 3.476 -6.811 -7.264 0.202
H 6.010 -7.931 -8.583 0.285
H 4.810 -8.901 -7.707 0.265
H 5.256 -7.602 -5.861 0.285

Record 8
63
Properties=species:S:1:pos:R:3:mulliken_charge:R:1 method="wB97M-V/def2-TZVPD" spin_multiplicity=3 orbital_gap_ev="7.14 / 7.97" total_charge=+2 e_above_lowest_kj_mol=155.4 e_tot_ha=-2549.12613 s_squared=2.012
W 0.061 0.170 0.145 1.396
N 1.495 -1.396 1.524 -0.302
N 2.723 -1.383 0.812 -0.316
C 2.681 -0.727 -0.412 0.260
O 3.653 -0.179 -0.877 -0.657
O 1.470 -0.798 -0.935 -0.622
H 1.620 -0.852 2.378 0.332
H 1.313 -2.360 1.785 0.319
H 3.561 -1.267 1.360 0.302
N 2.059 3.189 3.624 -0.092
C 1.579 3.200 2.192 0.243
C 1.495 4.607 1.635 -1.527
P -0.025 2.243 2.181 1.106
O -0.791 3.050 3.313 -0.715
O 0.345 0.847 2.584 -0.709
O -0.784 2.175 0.865 -0.806
P 2.648 1.934 1.329 0.581
O 3.746 2.761 0.577 -0.583
O 3.122 1.036 2.403 -0.863
O 1.647 1.372 0.311 -0.466
H 2.780 3.896 3.775 0.356
H 2.486 2.246 3.764 0.405
H 1.300 3.346 4.291 0.358
H 0.793 5.213 2.211 0.449
H 1.143 4.586 0.605 0.275
H 2.473 5.091 1.635 0.450
H -1.752 2.952 3.380 0.410
H 4.323 2.239 -0.015 0.448
C -1.731 -3.382 -1.776 -1.001
C -1.797 -3.012 -3.117 -0.587
C -1.431 -1.731 -3.461 -1.031
C -1.008 -0.841 -2.477 1.258
N -0.976 -1.192 -1.170 0.255
C -1.325 -2.454 -0.854 -0.160
C -0.562 0.514 -2.744 0.917
C -0.441 1.048 -4.021 -1.199
C 0.053 2.321 -4.193 -0.572
C 0.395 3.056 -3.062 -0.915
C 0.238 2.482 -1.827 -0.092
N -0.225 1.229 -1.637 0.330
H -2.000 -4.381 -1.464 0.460
H -2.122 -3.714 -3.872 0.474
H -1.463 -1.411 -4.491 0.455
H -1.285 -2.712 0.195 0.512
H -0.714 0.452 -4.879 0.397
H 0.183 2.736 -5.183 0.486
H 0.783 4.059 -3.149 0.490
H 0.473 3.029 -0.933 0.346
N -6.325 -1.754 2.552 -0.338
C -5.175 -1.658 3.254 0.207
O -5.075 -1.886 4.438 -0.561
C -3.955 -1.220 2.488 0.850
C -3.949 -0.417 1.351 -0.983
C -2.758 -0.046 0.780 -0.036
N -1.541 -0.451 1.241 0.933
C -1.562 -1.188 2.380 -0.184
C -2.712 -1.569 3.013 -0.950
H -7.151 -2.071 3.035 0.252
H -6.359 -1.673 1.552 0.180
H -4.872 -0.036 0.933 0.435
H -2.730 0.616 -0.074 0.505
H -0.599 -1.452 2.782 0.306
H -2.680 -2.135 3.934 0.530

Record 9
8
Properties=species:S:1:pos:R:3:mulliken_charge:R:1 method="wB97M-V/def2-TZVPD" orbital_gap_ev=11.67 total_charge=0 e_above_lowest_kj_mol=19.2 e_tot_ha=-233.20388 smiles="[H]/N=C(/C)F"
H 1.495 1.808 -0.493 0.272
N 0.922 1.143 0.078 -0.496
C 0.244 0.219 -0.334 0.476
C -0.630 -0.600 0.517 -0.749
F 0.295 -0.294 -1.660 -0.280
H -1.539 -0.476 -0.082 0.262
H -0.627 -0.238 1.467 0.259
H -0.160 -1.561 0.506 0.256

Record 10
79
Properties=species:S:1:pos:R:3:mulliken_charge:R:1 method="wB97M-V/def2-TZVPD" orbital_gap_ev=8.29 total_charge=+1 e_above_lowest_kj_mol=58.5 e_tot_ha=-6494.18910
Pb 0.347 -1.676 1.730 1.116
C 3.182 0.763 6.196 -0.799
N 2.663 -0.322 5.411 0.132
C 2.785 -1.645 5.682 -0.298
C 2.138 -2.311 4.676 -0.924
N 1.633 -1.410 3.809 0.161
C 1.956 -0.207 4.263 -0.176
P 1.562 1.405 3.499 -0.508
C -0.228 1.129 3.264 0.257
N -0.825 -0.053 3.137 -0.207
C -2.152 0.196 3.047 -0.814
C -2.363 1.543 3.121 -0.402
N -1.144 2.119 3.263 0.285
C -0.892 3.534 3.267 -0.807
C 2.154 0.980 1.818 0.106
N 2.211 -0.233 1.274 -0.001
C 2.841 -0.094 0.084 -0.906
C 3.166 1.219 -0.103 -0.431
N 2.722 1.885 0.993 0.398
C 2.718 3.312 1.164 -0.847
H 3.683 0.367 7.076 0.325
H 2.372 1.419 6.516 0.326
H 3.901 1.344 5.615 0.322
H 3.303 -2.014 6.544 0.432
H 2.007 -3.363 4.527 0.536
H -2.854 -0.602 2.921 0.526
H -3.264 2.119 3.070 0.534
H -1.703 4.049 3.780 0.376
H -0.841 3.903 2.241 0.190
H 0.048 3.740 3.778 0.353
H 3.009 -0.940 -0.551 0.576
H 3.662 1.716 -0.912 0.558
H 3.605 3.740 0.701 0.367
H 2.707 3.554 2.227 0.377
H 1.833 3.739 0.686 0.238
N 0.804 -5.073 -1.256 -0.303
C 0.395 -4.943 0.009 0.688
O 0.815 -4.060 0.746 -0.648
C -0.582 -5.987 0.483 -0.982
I 0.444 -7.238 1.906 0.074
H 1.494 -4.435 -1.621 0.198
H 0.468 -5.795 -1.868 0.178
H -0.946 -6.617 -0.321 0.474
H -1.415 -5.538 1.017 0.305
F -1.286 -2.539 -1.480 -0.157
C -2.498 -2.119 -1.905 0.708
C -2.659 -0.771 -2.154 -0.703
C -3.912 -0.343 -2.538 0.308
F -4.112 0.969 -2.711 -0.255
C -4.964 -1.232 -2.740 0.116
F -6.156 -0.791 -3.132 -0.289
C -4.762 -2.593 -2.519 0.367
F -5.752 -3.458 -2.713 -0.295
C -3.519 -3.039 -2.077 0.164
F -3.311 -4.335 -1.813 -0.285
Ge -1.095 0.422 -1.827 1.153
S -0.598 0.436 0.253 -0.272
C 0.316 -0.127 -3.161 -0.149
C 1.449 0.661 -3.166 0.185
F 1.447 1.748 -2.365 -0.408
C 2.564 0.383 -3.943 0.076
F 3.654 1.147 -3.859 -0.324
C 2.529 -0.720 -4.796 0.705
F 3.588 -1.033 -5.537 -0.296
C 1.376 -1.499 -4.857 0.173
F 1.322 -2.546 -5.679 -0.302
C 0.294 -1.198 -4.034 0.294
F -0.787 -1.981 -4.097 -0.248
C -1.523 2.275 -2.435 0.009
C -1.820 2.419 -3.778 0.483
F -1.810 1.305 -4.527 -0.383
C -2.120 3.643 -4.359 0.130
F -2.398 3.730 -5.657 -0.293
C -2.120 4.784 -3.560 0.687
F -2.402 5.972 -4.084 -0.291
C -1.816 4.669 -2.207 -0.107
F -1.800 5.755 -1.429 -0.308
C -1.522 3.422 -1.664 -0.538
F -1.220 3.362 -0.358 -0.009

Record 11
58
Properties=species:S:1:pos:R:3:mulliken_charge:R:1 method="wB97M-V/def2-TZVPD" orbital_gap_ev=8.22 total_charge=0 e_above_lowest_kj_mol=0.0 e_tot_ha=-2290.54867 smiles="Cn1c(=O)c2c(nc(NCCCN3CCOCC3)n2Cc2ccc(Cl)cc2Cl)n(C)c1=O"
C -6.318 -1.026 1.795 -1.172
N -5.243 -0.431 1.018 -0.048
C -4.332 -1.340 0.465 0.307
O -4.447 -2.542 0.645 -0.709
C -3.324 -0.670 -0.278 -0.296
C -3.266 0.706 -0.393 1.253
N -2.194 1.092 -1.120 -0.700
C -1.588 -0.039 -1.455 0.274
N -0.497 -0.106 -2.262 -0.196
C 0.483 0.959 -2.190 -1.479
C 1.438 0.740 -1.014 0.593
C 2.522 1.811 -0.923 -1.269
N 3.613 1.370 -0.072 0.164
C 3.260 1.342 1.338 -0.342
C 4.427 0.757 2.133 -0.619
O 5.603 1.510 1.953 -0.410
C 5.941 1.564 0.588 -0.644
C 4.812 2.173 -0.243 -0.529
N -2.221 -1.143 -0.975 0.087
C -1.790 -2.520 -1.011 -0.855
C -0.358 -2.666 -0.559 -0.361
C 0.591 -3.249 -1.392 -0.169
C 1.921 -3.350 -1.025 -0.783
C 2.320 -2.852 0.206 0.464
Cl 3.974 -2.938 0.673 -0.211
C 1.397 -2.283 1.069 -0.820
C 0.068 -2.196 0.684 0.848
Cl -1.057 -1.486 1.786 -0.179
N -4.201 1.509 0.179 0.005
C -4.115 2.944 0.025 -1.121
C -5.230 0.951 0.911 0.863
O -6.080 1.643 1.432 -0.696
H -5.908 -1.502 2.687 0.315
H -6.816 -1.786 1.194 0.330
H -7.013 -0.239 2.075 0.383
H -0.083 -1.028 -2.320 0.283
H -0.066 1.894 -2.074 0.476
H 1.034 0.976 -3.134 0.391
H 1.931 -0.229 -1.123 0.112
H 0.846 0.717 -0.098 0.199
H 2.086 2.765 -0.579 0.340
H 2.937 1.974 -1.922 0.398
H 2.382 0.711 1.477 0.242
H 3.034 2.356 1.714 0.293
H 4.213 0.774 3.203 0.390
H 4.597 -0.280 1.808 0.208
H 6.844 2.173 0.519 0.368
H 6.151 0.550 0.216 0.306
H 5.095 2.169 -1.298 0.384
H 4.650 3.218 0.077 0.340
H -1.903 -2.924 -2.023 0.273
H -2.466 -3.067 -0.343 0.343
H 0.280 -3.636 -2.352 0.408
H 2.641 -3.802 -1.687 0.442
H 1.707 -1.911 2.032 0.492
H -3.218 3.317 0.521 0.317
H -5.003 3.382 0.477 0.389
H -4.061 3.192 -1.034 0.330

Record 12
43
Properties=species:S:1:pos:R:3:mulliken_charge:R:1 method="wB97M-V/def2-TZVPD" spin_multiplicity=2 orbital_gap_ev="9.14 / 2.57" total_charge=+2 e_above_lowest_kj_mol=468.1 e_tot_ha=-1069.84186 s_squared=0.758
O 3.925 -2.654 0.441 -0.591
H -1.292 1.952 4.618 0.282
O -2.391 0.759 0.209 -0.523
H 5.018 -1.698 -1.033 0.425
H -1.434 0.804 -0.426 0.611
O 1.784 1.950 3.549 -0.618
H -4.060 -0.925 2.311 0.299
H 1.513 2.791 3.336 0.316
O 4.301 -1.399 -1.566 -0.358
H -0.783 -1.815 1.991 0.299
H 3.762 -2.021 -2.120 0.422
O -4.278 0.551 -1.855 -0.720
H -4.660 -0.105 -2.590 0.368
H -4.861 0.330 -1.033 0.384
O -0.420 1.647 1.393 -0.587
H 2.344 3.156 -0.633 0.338
H -4.184 0.335 3.079 0.268
O -1.185 -1.539 -4.048 -0.638
H -0.902 -1.155 -4.956 0.333
H -2.427 1.586 0.788 0.379
O -1.095 1.168 4.283 -0.592
H -1.537 1.021 3.399 0.290
H 2.961 2.178 -1.671 0.285
O -0.143 -1.999 2.710 -0.551
H 3.748 -1.573 0.675 0.482
H 4.630 -2.637 1.119 0.396
O 0.236 1.564 -4.587 -0.577
H -0.451 0.490 -1.964 0.315
H 2.287 1.591 4.260 0.297
O -3.962 0.059 2.257 -0.538
H 0.362 1.500 0.703 0.262
H 1.570 -4.961 -0.188 0.359
O 1.350 -4.056 -0.138 -0.475
H -0.492 -2.574 3.181 0.255
H 2.087 -3.735 0.304 0.319
O -0.573 1.129 -1.354 -0.527
H -2.997 0.645 -0.744 0.432
H 0.287 1.500 -1.246 0.257
O 2.133 2.287 -1.155 -0.634
H 1.051 2.086 -4.635 0.304
H -0.023 1.626 2.307 0.346
H 0.597 0.860 -5.203 0.308
H -1.794 -0.720 -3.771 0.299